Record 1
# C35H57FI2MnN12O5SbSi4Te

A structure of composition C35H57FI2MnN12O5SbSi4Te (the ωB97M-V functional and the def2-TZVPD basis, the Open Molecules 2025 dataset).

Positions of all 119 atoms, in Å:
Mn 0.0228 0.1253 -1.1890
N 0.4431 2.0969 1.5224
C 1.0868 2.4918 0.3270
N 1.8937 3.5212 0.1935
N 2.2304 3.5082 -1.0988
N 1.6637 2.5264 -1.7037
N 0.9125 1.8422 -0.8265
C 0.4477 0.7089 1.7285
N 0.1086 0.1558 2.8771
N 0.1489 -1.1542 2.6474
N 0.4704 -1.3802 1.4203
N 0.6707 -0.2088 0.7708
H 0.7962 2.6112 2.3253
I -2.2104 2.6002 -5.0032
C -0.4119 1.5357 -4.9445
C 0.4404 1.5089 -6.0491
C 1.6452 0.8537 -5.9966
I 2.8709 0.8639 -7.7108
C 2.0709 0.2111 -4.8135
C 3.2976 -0.4555 -4.6235
C 3.5891 -0.9866 -3.3955
C 2.6728 -0.8551 -2.3458
N 1.5039 -0.2705 -2.4848
C 1.1966 0.2527 -3.7029
C -0.0797 0.8917 -3.7602
O -0.8234 0.8261 -2.6984
H 0.1502 2.0192 -6.9561
H 4.0067 -0.5349 -5.4348
H 4.5231 -1.5029 -3.2240
H 2.9117 -1.2341 -1.3585
F -5.6736 -2.7538 -1.8261
C -4.5467 -3.4352 -2.0479
C -3.5246 -3.3535 -1.1862
N -2.3559 -4.0487 -1.3882
C -1.2537 -3.9418 -0.4495
C -0.2158 -2.9235 -0.9168
O 1.0614 -3.2313 -0.9918
O -0.6067 -1.7955 -1.1664
C -2.1709 -4.8413 -2.5117
O -1.1348 -5.4409 -2.7113
N -3.2382 -4.8891 -3.3654
C -4.4889 -4.2697 -3.2443
O -5.3624 -4.4431 -4.0491
H -3.5837 -2.7502 -0.2906
H -0.8196 -4.9254 -0.2868
H -1.6366 -3.5631 0.4994
H -3.1275 -5.4899 -4.1730
C 5.7049 -0.9595 -0.3187
C 5.4531 -1.2476 1.1549
C 6.2078 -2.4855 1.6257
Sb 3.3183 -1.7397 1.5003
C 1.5173 -4.5971 -1.2532
C 2.0268 -5.2607 0.0165
C 2.5921 -4.4865 -2.3179
C 3.2186 -1.1162 3.6277
C 3.5077 -2.3462 4.4808
C 4.1086 0.0670 3.9716
H 6.7641 -0.7629 -0.4917
H 5.1450 -0.0887 -0.6615
H 5.4278 -1.8202 -0.9320
H 5.7288 -0.3814 1.7565
H 5.9689 -3.3492 1.0007
H 5.9704 -2.7400 2.6602
H 7.2834 -2.3150 1.5605
H 0.6881 -5.1616 -1.6715
H 3.0322 -4.9139 0.2609
H 2.0615 -6.3380 -0.1324
H 1.3734 -5.0469 0.8634
H 3.4281 -3.8824 -1.9652
H 2.1846 -4.0386 -3.2226
H 2.9483 -5.4853 -2.5620
H 2.1727 -0.8454 3.7673
H 4.5375 -2.6880 4.3721
H 2.8389 -3.1694 4.2224
H 3.3513 -2.1084 5.5334
H 5.1657 -0.1973 3.9455
H 3.8746 0.4081 4.9816
H 3.9411 0.9055 3.2939
C -2.9030 5.8263 0.8015
Si -1.3280 4.8393 0.3997
C 0.1237 5.7539 1.2006
C -1.2622 4.4925 -1.4570
Si -1.6029 2.6533 1.4936
Te -2.2283 0.5610 0.1966
Si -4.6247 1.2604 -0.3863
C -5.6465 -0.1470 0.3427
C -4.9787 2.8456 0.5790
C -4.8604 1.4690 -2.2364
Si -1.9817 2.3571 3.8758
C -2.7123 0.6332 4.1557
C -3.2935 3.6648 4.2936
C -0.4320 2.6672 4.9197
H -2.6827 6.8929 0.7646
H -3.2960 5.6088 1.7939
H -3.6944 5.6422 0.0773
H 0.1799 6.7665 0.7991
H 1.0810 5.2768 1.0052
H -0.0122 5.8395 2.2797
H -1.0452 5.3962 -2.0274
H -2.2194 4.0969 -1.7994
H -0.5009 3.7604 -1.7183
H -5.4459 -0.2662 1.4068
H -5.4343 -1.0899 -0.1546
H -6.7135 0.0430 0.2250
H -4.7387 2.7419 1.6371
H -6.0398 3.0801 0.5013
H -4.4269 3.6973 0.1865
H -4.3627 0.6718 -2.7868
H -4.4511 2.4128 -2.5912
H -5.9189 1.4494 -2.4970
H -3.5758 0.4697 3.5099
H -3.0348 0.5089 5.1897
H -1.9744 -0.1375 3.9387
H -4.2260 3.4956 3.7572
H -2.9590 4.6763 4.0676
H -3.5270 3.6299 5.3574
H 0.3603 1.9650 4.6674
H -0.6696 2.5307 5.9750
H -0.0544 3.6832 4.8030

Computed properties:
**LUMO level (alpha / beta)**: -5.56 / -5.59 eV
**Spin multiplicity**: 2
**Charge**: +1
**⟨S²⟩**: 0.77
**ΔE to the lowest compared entry with this formula, charge and spin**: 3.0 kcal/mol
**E_HOMO (alpha / beta)**: -9.09 / -9.14 eV
**Orbital gap (alpha / beta)**: 3.52 / 3.55 eV
**E_tot**: -160914.8019 eV



Record 2
# C21H30BrF2N5O7S

A cluster of 3 separate species, C21H30BrF2N5O7S in total (the ωB97M-V functional and the def2-TZVPD basis, the Open Molecules 2025 dataset).

Positions of all 67 atoms, in Å:
C -4.1690 -1.3018 0.1076
C -3.4490 -2.5669 -0.3677
Br -4.7907 -3.7678 -1.1878
C -2.1706 -2.4048 -1.2291
C -1.9686 -1.0892 -2.0270
C -1.0921 -1.5514 -3.2615
S -2.0569 -2.1336 -4.6594
O -2.4246 -1.0697 -5.5431
O -3.1180 -3.0079 -4.2381
N -3.1319 -0.5039 -2.7141
C -3.1624 0.8884 -2.6262
O -3.7648 1.6790 -3.2900
C -2.2499 1.1798 -1.3962
N -1.8115 2.5835 -1.3024
C -2.7874 3.4614 -0.7576
O -3.6762 4.0101 -1.3244
F -2.6802 3.6247 0.5803
C -1.1980 3.0538 -2.4541
O -0.6306 2.3987 -3.2728
F -1.2641 4.3894 -2.5860
C -1.3259 -0.0202 -1.0923
C 0.1886 0.0836 -1.0499
C 0.9069 1.2253 -0.8138
C 2.2861 1.2796 -0.7646
C 2.9423 0.0773 -0.9773
C 2.1346 -1.0185 -1.1657
N 0.8232 -1.0759 -1.2061
H -4.9695 -1.6292 0.7835
H -3.5463 -0.6164 0.6898
H -4.6945 -0.7603 -0.6830
H -3.1457 -3.0958 0.5347
H -2.1366 -3.2599 -1.9104
H -1.3209 -2.5526 -0.5553
H -0.4561 -2.3735 -2.9117
H -0.4058 -0.7777 -3.6255
H -1.1692 -2.9146 -5.3544
H -4.0001 -1.0207 -2.6655
H -3.0039 1.1188 -0.5948
H -1.5502 -0.3277 -0.0627
H 0.4148 2.1747 -0.6342
H 2.8183 2.2042 -0.5927
H 4.0189 0.0406 -0.9645
H 2.6565 -1.9653 -1.3253
C -1.5638 -0.1103 5.0966
N -1.0452 -0.7628 3.9093
C 0.3915 -0.7859 3.6828
C -1.8473 -1.3485 3.0071
O -1.4606 -1.9082 1.9953
H -1.2711 0.9413 5.0928
H -1.1553 -0.5929 5.9865
H -2.6495 -0.1755 5.1252
H 0.6209 -0.2936 2.7360
H 0.7354 -1.8192 3.6251
H 0.9044 -0.2748 4.4938
H -2.9177 -1.2781 3.2641
C 7.5589 1.1128 2.3921
N 6.2922 1.3342 1.7213
C 5.0662 1.3290 2.5030
C 6.2109 1.5449 0.3964
O 5.1737 1.7350 -0.2133
H 7.5493 0.1353 2.8782
H 7.7131 1.8866 3.1467
H 8.3797 1.1454 1.6788
H 4.3990 0.5495 2.1320
H 4.5626 2.2910 2.3991
H 5.2931 1.1471 3.5505
H 7.1906 1.5303 -0.1080

Computed properties:
**LUMO level**: 0.08 eV
**Charge**: 0
**E_HOMO**: -9.54 eV
**Orbital gap**: 9.62 eV
**E_tot**: -130358.5554 eV
**SMILES**: C[C@@H](Br)C[C@@]1(C[SH](=O)=O)NC(=O)[C@H](N(C(=O)F)C(=O)F)[C@@H]1c1ccccn1.CN(C)C=O.CN(C)C=O



Record 3
# C23H30N4O4

An isolated molecule of C23H30N4O4 (the ωB97M-V functional and the def2-TZVPD basis, the Open Molecules 2025 dataset).

Positions of all 61 atoms, in Å:
O 0.7683 3.8254 1.4255
C 0.9062 3.0269 2.3383
N 1.7588 3.1339 3.3629
C 2.8178 4.1038 3.3994
C 4.1620 3.4769 2.9580
C 5.1868 4.5643 2.6129
C 4.8693 4.8610 1.1414
C 4.0758 3.6221 0.6776
O 4.0198 2.7262 1.7761
C 0.0697 1.7492 2.4275
O 0.2362 0.9356 3.3174
N -0.8259 1.6663 1.4351
C -1.5291 0.4536 1.1077
C -1.1260 -0.0706 -0.2925
C 0.3104 0.2829 -0.5362
C 0.8849 1.0188 -1.5323
C 2.2626 1.1003 -1.2179
C 2.4190 0.4137 -0.0548
O 1.2457 -0.0838 0.3619
N -1.3360 -1.5139 -0.3658
C -2.7361 -1.8832 -0.2481
C -2.8710 -3.4107 -0.1962
N -2.3160 -4.0196 -1.3845
C -3.1155 -4.2072 -2.5050
C -2.6678 -3.9658 -3.8080
C -3.4721 -4.2344 -4.8998
C -4.7467 -4.7443 -4.7346
C -5.2018 -4.9978 -3.4511
C -4.4024 -4.7410 -2.3570
C -0.9348 -3.6171 -1.5158
C -0.7853 -2.0950 -1.5807
H 1.7991 2.3258 3.9738
H 2.5344 4.8994 2.7067
H 2.9176 4.5119 4.4085
H 4.5079 2.7814 3.7292
H 6.1943 4.1620 2.7148
H 5.0896 5.4385 3.2524
H 4.2639 5.7606 1.0433
H 5.7764 4.9958 0.5562
H 4.5625 3.0879 -0.1405
H 3.0592 3.8916 0.3674
H -0.7972 2.4213 0.7591
H -2.6066 0.6351 1.1563
H -1.2429 -0.2867 1.8589
H -1.7206 0.4565 -1.0665
H 0.3908 1.4469 -2.3808
H 3.0205 1.6020 -1.7826
H 3.2771 0.2363 0.5615
H -3.1438 -1.4669 0.6726
H -3.3258 -1.4982 -1.1020
H -3.9210 -3.6712 -0.0808
H -2.3162 -3.7843 0.6698
H -1.6862 -3.5554 -3.9862
H -3.0959 -4.0316 -5.8926
H -5.3736 -4.9459 -5.5897
H -6.1893 -5.4097 -3.2997
H -4.7756 -4.9803 -1.3729
H -0.4838 -4.0908 -2.3869
H -0.4096 -3.9720 -0.6228
H 0.2727 -1.8380 -1.6491
H -1.2993 -1.7038 -2.4774

Computed properties:
**LUMO level**: 0.81 eV
**Charge**: 0
**ΔE to the lowest compared entry with this formula, charge and spin**: 35.6 kcal/mol
**E_HOMO**: -7.61 eV
**Orbital gap**: 8.42 eV
**E_tot**: -38488.4287 eV
**SMILES**: O=C(NC[C@@H]1CCCO1)C(=O)NC[C@@H](c1ccco1)N1CCN(c2ccccc2)CC1



Record 4
# CHBr3

A structure of composition CHBr3 (the ωB97M-V functional and the def2-TZVPD basis, the Open Molecules 2025 dataset).

Positions of all 5 atoms, in Å:
C -0.0797 -0.0973 0.0547
Br 1.8434 -0.0174 -0.4411
Br -0.8914 0.4420 -1.6314
Br -0.5512 0.8194 1.7942
H -0.3211 -1.1467 0.2237

Computed properties:
**LUMO level (alpha / beta)**: -5.96 / -10.31 eV
**Spin multiplicity**: 2
**Charge**: +1
**⟨S²⟩**: 0.76
**ΔE to the lowest compared entry with this formula, charge and spin**: 1.8 kcal/mol
**E_HOMO (alpha / beta)**: -15.76 / -15.73 eV
**Orbital gap (alpha / beta)**: 9.80 / 5.41 eV
**E_tot**: -211169.6149 eV